A molecular structure, C56H79BiGeIN8O5PSe2Te2, computed with ωB97M-V/def2-TZVPD.

Geometry as XYZ:
```
156
Properties=species:S:1:pos:R:3:forces:R:3
Bi 0.334730 0.605814 1.670224 -0.04 -0.07 0.32
Se -0.866232 2.394121 3.640522 -0.10 0.05 -0.07
Te -0.069598 4.720593 3.070742 0.05 -0.08 0.01
Te 1.198110 3.837567 0.725336 -0.28 0.01 0.09
Se 2.563359 2.114782 1.981786 -0.05 0.00 -0.15
O -0.859687 -1.889458 0.156778 0.03 0.03 -0.18
P -1.246218 -3.237109 -0.316560 -0.16 -0.01 0.11
N -0.879972 -4.493273 0.731028 0.08 0.11 0.04
C 0.542084 -4.914492 0.713443 -0.01 -0.03 -0.02
C 0.770314 -5.617031 2.066225 -0.01 -0.01 0.00
C -0.568142 -5.498352 2.809734 0.02 0.02 0.03
C -1.220863 -4.293089 2.152142 -0.06 -0.04 -0.02
N -0.573903 -3.605975 -1.771805 0.04 -0.03 0.03
C 0.755292 -3.114029 -2.184140 0.00 0.03 -0.03
C 1.380113 -4.309796 -2.893777 -0.03 0.01 -0.01
C 0.168196 -4.980319 -3.539617 0.00 0.00 0.00
C -0.922257 -4.844869 -2.476352 -0.03 0.02 -0.02
N -2.866856 -3.462597 -0.592686 0.01 0.07 0.05
C -3.561515 -2.486109 -1.434222 -0.02 0.03 -0.01
C -5.027883 -2.960173 -1.451355 0.00 0.00 -0.01
C -5.003708 -4.338958 -0.778175 0.00 0.00 -0.01
C -3.822837 -4.237280 0.181411 -0.01 0.00 -0.02
H 1.215043 -4.056008 0.615811 0.02 0.01 0.02
H 0.718256 -5.578113 -0.133660 -0.01 0.01 -0.01
H 1.071058 -6.655703 1.930572 0.02 0.01 0.02
H 1.566462 -5.115352 2.616955 -0.01 0.01 0.00
H -0.444232 -5.365139 3.884046 0.01 -0.02 0.01
H -1.183306 -6.386455 2.646055 0.00 0.01 -0.02
H -0.793697 -3.357734 2.526963 0.03 0.06 -0.01
H -2.299508 -4.252343 2.301081 0.00 0.01 -0.01
H 1.322730 -2.763695 -1.325159 0.02 0.02 0.01
H 0.653250 -2.269709 -2.873235 0.00 0.01 0.00
H 1.837950 -4.982766 -2.163611 0.01 0.02 0.00
H 2.144991 -3.997003 -3.600251 0.04 -0.02 0.02
H 0.340620 -6.020458 -3.818685 0.00 0.00 -0.01
H -0.118705 -4.431501 -4.440425 -0.01 0.00 0.00
H -0.915867 -5.702123 -1.791805 0.00 0.00 0.00
H -1.925022 -4.778186 -2.907319 0.00 -0.01 0.01
H -3.112009 -2.478917 -2.428629 0.01 -0.01 -0.07
H -3.470438 -1.470497 -1.034383 0.00 -0.01 -0.02
H -5.424653 -3.004906 -2.465613 -0.02 0.02 0.01
H -5.655237 -2.270453 -0.884134 0.01 -0.01 0.02
H -4.803130 -5.117978 -1.517111 0.01 -0.01 0.01
H -5.937708 -4.579372 -0.268751 0.00 0.00 -0.01
H -3.397625 -5.202837 0.453800 0.01 0.00 -0.01
H -4.129101 -3.721870 1.102030 0.00 0.02 0.02
C -3.779771 -1.331007 6.581889 -0.01 0.01 0.00
C -3.303771 -1.105976 5.168636 0.00 -0.02 0.01
C -4.215609 -0.918281 4.136678 0.08 0.04 -0.05
C -3.741839 -0.672657 2.850545 -0.10 0.00 0.06
C -4.693884 -0.412626 1.710693 -0.01 -0.03 0.02
C -2.381568 -0.672356 2.605871 0.03 -0.14 -0.08
C -1.418350 -0.881432 3.619628 -0.21 0.19 0.23
C -1.939993 -1.064030 4.915994 0.02 0.10 0.06
N -0.078619 -0.844374 3.308427 0.24 -0.13 -0.35
C 1.026537 -1.386413 4.135830 0.00 0.01 0.07
C 1.643615 -0.294219 5.011843 -0.01 -0.04 0.05
C 2.057575 -1.917042 3.136346 0.10 0.06 0.04
C 0.635664 -2.573168 5.035317 -0.03 -0.02 -0.03
H -4.859534 -1.196643 6.659531 0.00 0.00 0.00
H -3.300380 -0.634086 7.272155 0.00 0.00 -0.01
H -3.540475 -2.342037 6.920799 0.00 0.00 0.00
H -5.282327 -0.932166 4.335277 0.00 0.00 0.01
H -5.729734 -0.411507 2.053689 0.00 0.00 0.00
H -4.593652 -1.171318 0.931483 0.01 -0.01 0.00
H -4.489898 0.554613 1.245236 -0.01 -0.01 0.01
H -2.073065 -0.575774 1.572031 0.10 -0.07 -0.03
H -1.276214 -1.116021 5.763746 0.02 0.01 -0.03
H 2.068417 0.512123 4.413731 -0.01 0.00 -0.02
H 2.457606 -0.707931 5.614164 0.01 0.01 -0.01
H 0.887271 0.132287 5.675446 0.02 0.00 0.01
H 1.553078 -2.464254 2.338011 0.01 -0.05 -0.01
H 2.641206 -1.108574 2.693724 -0.03 0.05 -0.06
H 2.771016 -2.579076 3.625954 0.12 0.01 0.04
H 0.173757 -2.273222 5.973269 -0.01 -0.03 -0.03
H 1.555007 -3.100269 5.293620 0.00 -0.03 -0.01
H -0.026512 -3.272907 4.525336 -0.04 0.01 0.02
N 1.979542 -0.645498 0.249813 0.02 -0.17 -0.06
C 2.841000 -0.836366 -0.512052 -0.14 -0.08 -0.10
N 3.855008 -1.033922 -1.279263 0.31 0.09 0.09
C 3.800523 -1.606079 -2.454667 -0.09 -0.14 0.05
N 3.848976 -2.110556 -3.501733 0.05 -0.11 0.10
I 5.550660 -6.166271 2.264886 -0.01 -0.01 0.00
C 5.536580 -4.117787 2.728754 0.01 0.03 0.00
C 5.688541 -3.722701 4.048586 -0.01 -0.01 -0.01
C 5.659013 -2.366187 4.348374 0.05 0.00 0.01
C 5.446039 -1.419780 3.354790 -0.04 -0.01 0.03
C 5.308123 -1.843189 2.037103 -0.13 -0.04 0.01
C 5.362850 -3.190906 1.711163 -0.03 -0.03 0.00
C 5.254596 0.056827 3.714277 -0.03 0.01 -0.21
O 5.987074 0.526584 4.593606 -0.06 -0.03 0.11
O 4.340452 0.606448 3.041880 0.06 -0.01 0.13
H 5.818884 -4.459213 4.831100 0.01 0.00 0.00
H 5.782018 -2.026944 5.370092 0.01 0.02 -0.02
H 5.100503 -1.110196 1.267519 0.03 0.01 -0.01
H 5.239123 -3.509081 0.683941 0.01 0.01 -0.01
C -1.764613 0.050539 -4.114689 0.09 -0.02 0.04
C -1.947888 1.535048 -3.832856 0.03 -0.01 0.02
C -2.490809 1.806681 -2.429178 0.01 0.00 0.01
C -1.451234 1.520223 -1.324928 0.15 -0.06 0.10
Ge -1.222636 3.130616 -0.210735 -0.07 0.14 -0.31
C -2.864031 3.457688 0.832300 0.09 -0.07 0.15
C -3.804017 4.427641 0.113031 -0.02 0.01 0.02
C -3.305740 5.879206 0.147419 -0.02 0.00 -0.01
C -3.615561 6.639010 -1.136436 -0.02 0.00 0.01
H -1.357937 -0.119113 -5.112692 0.02 -0.01 -0.01
H -2.722001 -0.471246 -4.042527 -0.03 -0.05 0.00
H -1.079730 -0.406549 -3.395577 -0.03 0.00 0.01
H -2.620652 1.970046 -4.579216 -0.02 -0.01 0.01
H -0.986721 2.047655 -3.939747 0.01 0.02 -0.01
H -3.389098 1.200698 -2.263081 0.00 0.02 0.00
H -2.820969 2.849626 -2.393834 -0.01 -0.01 0.00
H -0.470505 1.316916 -1.754648 0.03 -0.02 -0.02
H -1.714169 0.648722 -0.721415 -0.04 0.03 0.01
H -1.205465 4.260245 -1.275624 0.11 0.10 -0.03
H -2.612770 3.832727 1.822260 0.01 -0.01 0.03
H -3.326116 2.479238 0.985668 0.01 0.01 -0.03
H -4.789329 4.371318 0.589399 -0.02 0.02 -0.05
H -3.962097 4.124336 -0.927349 0.05 -0.02 0.00
H -2.228189 5.888130 0.331586 0.02 0.02 -0.04
H -3.750582 6.398841 1.000274 0.03 -0.03 0.03
H -3.086720 6.190704 -1.981544 -0.01 0.00 0.00
H -3.317362 7.687514 -1.071740 0.01 0.00 0.00
H -4.685226 6.606571 -1.362911 0.00 0.01 0.00
C 0.179170 7.389917 -2.233902 -0.03 -0.02 0.01
C 1.579053 7.006202 -2.643830 0.02 -0.02 0.03
C 2.630427 7.804640 -2.204711 -0.02 -0.02 0.03
C 3.936903 7.502336 -2.547621 0.02 0.00 -0.02
C 4.202208 6.371337 -3.293603 0.01 0.03 0.03
C 3.164225 5.549810 -3.723638 0.03 -0.11 0.00
N 3.500751 4.442273 -4.515992 0.00 0.12 -0.07
C 3.097892 3.096167 -4.456656 -0.05 -0.15 0.01
C 3.270505 2.376165 -5.646639 -0.01 0.05 0.03
C 2.965085 1.032618 -5.736994 -0.01 0.01 0.02
C 2.435064 0.368512 -4.639679 -0.16 0.00 -0.13
C 2.235640 1.075332 -3.469677 -0.06 -0.01 -0.01
C 2.580153 2.422138 -3.341137 -0.06 0.10 -0.06
C 2.480160 3.010266 -1.951653 0.21 -0.29 0.15
O 3.330823 3.798350 -1.556930 -0.03 0.21 -0.03
O 1.508345 2.545524 -1.238421 -0.06 0.28 -0.17
C 1.832174 5.890270 -3.449336 -0.01 -0.01 0.00
C 0.714037 5.079864 -4.049403 -0.03 0.01 0.04
H -0.235787 8.159837 -2.891519 -0.01 -0.02 -0.02
H 0.185086 7.792592 -1.219689 0.00 0.02 -0.02
H -0.502182 6.542954 -2.242535 -0.03 -0.06 0.04
H 2.416477 8.660924 -1.575018 0.00 0.00 0.00
H 4.752115 8.124389 -2.198796 0.00 0.00 0.01
H 5.223868 6.079206 -3.506823 -0.01 -0.01 0.01
H 4.352408 4.565137 -5.036073 0.03 0.00 0.06
H 3.655092 2.905035 -6.512631 0.00 0.01 0.00
H 3.140718 0.504500 -6.666636 -0.01 -0.01 0.00
H 2.212876 -0.689009 -4.684279 0.03 0.08 0.00
H 1.848788 0.577319 -2.588295 -0.04 0.04 -0.04
H 0.421312 4.239129 -3.414790 -0.01 -0.03 0.04
H 1.023534 4.664998 -5.009347 0.00 -0.01 0.02
H -0.172417 5.692539 -4.213303 0.01 0.01 -0.01
```
Positions in Å, forces in eV/Å.

Values from the calculation:
Total charge: -2
Orbital gap in eV: 5.903
Relative energy (zero: lowest compared OMol25 entry of this formula, charge and spin) in kcal per mole: 0.99
HOMO energy in eV: -2.58
Calculated total energy in eV: -306544.3844

A gas-phase ion, CH3O4S2 (charge -1) in a non-equilibrium geometry, computed with ωB97M-V/def2-TZVPD.

Geometry as XYZ:
```
10
Properties=species:S:1:pos:R:3:forces:R:3
C -1.567715 0.910210 1.099806 -0.34 2.27 -2.32
O 1.011624 1.177049 1.092831 -0.32 -0.18 -0.68
O 0.146489 0.102973 -1.331618 -0.16 -0.06 -1.09
O 1.383134 -1.541812 -0.097191 0.47 0.43 -1.00
O 0.738116 -2.077096 -2.386475 0.45 1.43 0.27
S -0.210031 1.451760 0.275116 -2.18 -0.42 2.62
S 1.251712 -0.874443 -1.671430 -0.59 -2.40 0.36
H 1.397664 -0.701414 0.376929 0.10 0.13 0.98
H -2.604751 1.280744 0.680950 2.35 -0.92 0.71
H -1.546241 0.272029 1.961082 0.21 -0.27 0.14
```
Positions in Å, forces in eV/Å.

Values from the calculation:
Total charge: -1
Orbital gap in eV: 8.131
Relative energy (zero: lowest compared OMol25 entry of this formula, charge and spin) in kcal per mole: 50.33
HOMO energy in eV: -4.61
Calculated total energy in eV: -30945.7708